(1)
Here is 2 unconnected molecules or ions with the total composition C14H12INO2 from OMol25. Energies are from ωB97M-V/def2-TZVPD.

Orbital gap   0.313 hartree
Strongest force on any atom   0.8 eV/Å
Molar mass   353.16 g/mol
Multiplicity   1
SMILES   O=C1C=C(I)C(=O)c2ccccc21.CCCC#N

Each line ends with the Löwdin charge.
Element x y z (Å)
O -1.81 -0.53 -2.97  0.14
C -0.68 -0.54 -2.57  -0.34
C -0.35 -0.51 -1.12  -0.04
C 0.73 -1.17 -0.70  -0.62
I 1.32 -1.20 1.31  0.95
C 1.58 -1.92 -1.66  -0.42
O 2.14 -2.94 -1.38  0.10
C 1.63 -1.31 -3.01  -0.10
C 2.77 -1.40 -3.80  0.01
C 2.78 -0.78 -5.05  -0.06
C 1.65 -0.10 -5.51  -0.06
C 0.51 -0.03 -4.72  0.01
C 0.50 -0.62 -3.46  -0.10
H -0.98 0.04 -0.43  0.09
H 3.62 -1.93 -3.42  0.12
H 3.67 -0.83 -5.66  0.11
H 1.66 0.36 -6.48  0.10
H -0.38 0.49 -5.05  0.12
C -1.99 2.47 5.30  -0.11
C -1.95 0.94 5.34  -0.26
C -1.09 0.34 4.22  -0.21
C -1.64 0.61 2.89  -0.27
N -2.08 0.83 1.86  0.16
H -2.45 2.83 4.38  0.07
H -2.58 2.85 6.13  0.07
H -0.99 2.89 5.37  0.08
H -2.96 0.55 5.27  0.11
H -1.54 0.62 6.30  0.11
H -1.02 -0.74 4.35  0.11
H -0.07 0.74 4.27  0.12

***

(2)
Here is a molecular structure, C14H12N5O10S2Ti from OMol25. Energies are from ωB97M-V/def2-TZVPD.

Orbital gap   0.295 hartree
Strongest force on any atom   0.9 eV/Å
Charge   -1
Molar mass   522.28 g/mol
Multiplicity   1
Energy above the lowest of the compared OMol25 structures with the same formula, charge and spin   0.355 eV

Each line ends with the Löwdin charge.
Element x y z (Å)
Ti 0.28 0.66 0.16  1.21
N 1.58 1.44 -1.58  -0.01
C 2.99 1.18 -1.25  -0.13
C 3.15 1.39 0.24  -0.50
O 4.23 1.56 0.77  0.06
N 1.95 1.41 0.89  -0.07
C 1.96 1.71 2.30  -0.10
C 0.52 1.84 2.75  -0.55
O 0.18 2.21 3.84  0.10
O -0.33 1.46 1.79  -0.14
H 1.31 1.02 -2.46  0.11
H 1.37 2.43 -1.60  0.10
H 3.69 1.83 -1.78  0.13
H 3.22 0.14 -1.49  0.13
H 2.50 2.64 2.51  0.14
H 2.43 0.92 2.89  0.14
O -1.63 -2.02 2.56  -0.25
S -0.79 -1.63 1.47  0.56
O 0.54 -1.12 1.79  -0.30
O -1.37 -0.60 0.54  -0.40
C -0.69 -3.06 0.39  -0.20
C -1.04 -4.27 0.97  -0.05
C -1.09 -5.44 0.22  -0.07
C -0.80 -5.40 -1.13  -0.07
C -0.44 -4.20 -1.72  -0.05
C -0.37 -3.03 -0.98  -0.21
S 0.23 -1.60 -1.86  0.52
O 1.04 -2.08 -2.93  -0.28
O 1.06 -0.97 -0.77  -0.42
O -0.85 -0.70 -2.20  -0.29
H -1.31 -4.28 2.02  0.11
H -1.37 -6.37 0.70  0.11
H -0.84 -6.31 -1.72  0.10
H -0.17 -4.17 -2.77  0.11
N -2.96 1.87 -0.24  0.22
C -1.85 2.60 -0.40  -0.44
O -0.75 1.98 -0.72  -0.16
C -1.81 3.99 -0.27  -0.19
C -2.99 4.70 0.05  -0.23
N -3.99 5.24 0.28  0.13
C -0.58 4.66 -0.54  -0.22
N 0.41 5.19 -0.78  0.13
H -3.77 2.31 0.16  0.11
H -2.85 0.88 -0.12  0.10

***

(3)
Here is a molecular structure, C14H12N6ORhS2 at a distorted geometry from OMol25. Energies are from ωB97M-V/def2-TZVPD.

Orbital gap (alpha / beta)   0.194 / 0.200 hartree
Strongest force on any atom   2.4 eV/Å
Charge   +1
Molar mass   447.33 g/mol
Multiplicity   1
Energy above the lowest of the compared OMol25 structures with the same formula, charge and spin   2.177 eV

Each line ends with the Löwdin charge.
Element x y z (Å)
Rh -0.24 0.88 -0.19  0.65
S -0.35 2.98 -1.17  0.69
C 1.33 2.83 -1.54  -1.05
S 1.84 1.36 -0.77  0.66
C 2.18 3.72 -2.26  -0.34
C 3.35 4.18 -1.64  -0.23
N 4.27 4.56 -1.06  0.17
C 1.84 4.11 -3.56  -0.22
N 1.54 4.43 -4.63  0.18
C 0.64 0.83 4.57  -0.02
C 0.37 -0.36 3.91  -0.03
C 0.23 -0.35 2.53  -0.11
N 0.35 0.77 1.81  -0.10
C 0.62 1.93 2.45  -0.10
C 0.77 1.99 3.82  -0.01
H 0.74 0.85 5.64  0.13
H 0.26 -1.29 4.44  0.12
H 0.01 -1.25 1.98  0.10
H 0.73 2.80 1.82  0.11
H 0.99 2.94 4.28  0.13
C -3.69 -1.96 -2.17  0.03
N -2.34 -2.18 -1.65  -0.03
C -1.75 -3.40 -1.60  0.00
C -0.51 -3.58 -1.11  0.03
C 0.20 -2.43 -0.65  -0.35
N -0.37 -1.23 -0.72  0.07
C -1.66 -1.09 -1.17  -0.49
O -2.18 0.04 -1.10  -0.02
N 1.44 -2.52 -0.17  0.21
H -4.08 -2.91 -2.53  0.10
H -3.66 -1.24 -2.98  0.11
H -4.33 -1.58 -1.38  0.11
H -2.35 -4.22 -1.98  0.15
H -0.06 -4.56 -1.08  0.12
H 1.93 -3.39 -0.18  0.13
H 1.95 -1.68 0.05  0.10

***

(4)
Here is a single C14H12O2 molecule at a distorted geometry from OMol25. Energies are from ωB97M-V/def2-TZVPD.

Orbital gap   0.261 hartree
Strongest force on any atom   8.5 eV/Å
Molar mass   212.25 g/mol
Multiplicity   1
SMILES   Cc1cccc(CC2=CC(=O)C=CC2=O)c1
Energy above the lowest of the compared OMol25 structures with the same formula, charge and spin   15.139 eV

Each line ends with the Löwdin charge.
Element x y z (Å)
C 0.12 3.83 1.50  -0.13
C -0.41 2.28 1.74  -0.19
C -1.86 1.85 2.38  -0.04
C -2.22 0.23 2.52  -0.07
C -1.20 -0.98 2.01  -0.03
C 0.24 -0.53 1.37  -0.16
C 1.39 -1.59 0.78  -0.12
C 1.10 -1.64 -0.87  -0.08
C 0.76 -2.92 -1.60  0.05
C 0.44 -2.80 -3.24  -0.21
O 0.87 -3.71 -4.14  -0.04
C -0.44 -1.45 -3.66  0.02
C -0.08 -0.16 -2.94  0.02
C 1.15 -0.26 -1.81  -0.19
O 2.10 0.68 -1.70  -0.04
C 0.59 1.07 1.27  0.00
H 0.50 3.89 0.37  0.09
H 1.06 4.10 2.15  0.09
H -0.75 4.61 1.59  0.08
H -2.62 2.72 2.72  0.09
H -3.28 -0.09 2.97  0.08
H -1.45 -2.12 2.08  0.09
H 2.48 -1.22 1.00  0.13
H 1.14 -2.64 1.30  0.12
H 0.72 -3.92 -1.00  0.12
H -1.32 -1.46 -4.44  0.12
H -0.64 0.86 -3.11  0.12
H 1.63 1.37 0.78  0.10

***

(5)
Here is a gas-phase ion, C14H13BBrN2O10 (charge -1) at a distorted geometry from OMol25. Energies are from ωB97M-V/def2-TZVPD.

Orbital gap   0.285 hartree
Strongest force on any atom   6.3 eV/Å
Charge   -1
Molar mass   459.98 g/mol
Multiplicity   1

Each line ends with the Löwdin charge.
Element x y z (Å)
C 0.22 2.53 1.48  -0.01
C 1.31 2.67 0.30  -0.39
O 0.99 2.45 -0.90  0.05
O 2.66 3.05 0.64  -0.08
C 3.57 1.92 0.59  -0.14
C 3.55 1.01 1.96  -0.18
C 4.88 1.33 2.83  -0.16
N 5.67 1.94 3.52  0.12
C 3.60 -0.56 1.55  -0.22
C 4.75 -1.32 2.41  -0.16
N 5.38 -2.17 2.97  0.12
C 2.13 -1.17 1.86  -0.18
C 1.69 -2.37 0.89  -0.26
C 1.23 -1.88 -0.59  -0.48
Br -0.39 -0.69 -0.51  0.91
H 0.51 1.78 2.29  0.07
H 0.08 3.59 1.92  0.10
H -0.81 2.24 1.04  0.09
H 4.67 2.23 0.43  0.15
H 3.29 1.29 -0.34  0.14
H 2.59 1.27 2.55  0.14
H 3.87 -0.66 0.43  0.14
H 2.12 -1.56 2.95  0.13
H 1.36 -0.33 1.77  0.07
H 0.74 -2.84 1.36  0.12
H 2.50 -3.17 0.74  0.12
H 2.04 -1.27 -1.13  0.06
H 0.96 -2.79 -1.26  0.08
B -5.01 -0.50 -2.44  -0.90
O -4.04 0.50 -2.92  0.24
C -2.83 0.06 -2.60  -0.42
O -1.80 0.64 -2.84  0.10
C -2.94 -1.24 -1.91  -0.43
O -2.02 -1.91 -1.49  -0.14
O -4.23 -1.58 -1.81  0.24
O -5.96 0.09 -1.48  0.24
C -7.18 -0.06 -1.99  -0.40
O -8.20 0.31 -1.45  0.14
C -7.10 -0.76 -3.28  -0.40
O -8.02 -1.05 -3.99  0.14
O -5.82 -1.02 -3.56  0.24

***

(6)
Here is a molecular structure, C14H13BrF6OPd at a distorted geometry from OMol25. Energies are from ωB97M-V/def2-TZVPD.

Orbital gap (alpha / beta)   0.305 / 0.154 hartree
Strongest force on any atom   9.6 eV/Å
Molar mass   497.57 g/mol
Multiplicity   5

Each line ends with the Löwdin charge.
Element x y z (Å)
C 1.79 0.69 1.12  -0.18
C 1.62 0.50 2.56  -0.24
C 1.85 -0.89 2.89  -0.19
H 1.32 1.25 3.30  0.11
C 2.08 -1.57 1.65  -0.20
C 2.05 -0.59 0.56  -0.16
H 2.17 -0.76 -0.50  0.12
H 1.61 1.60 0.53  0.12
H 1.99 -1.33 3.93  0.14
H 2.37 -2.63 1.62  0.12
Pd 0.30 -0.63 1.61  1.02
Br -2.32 1.60 1.96  0.07
C -1.73 0.60 -2.48  -0.05
C -0.41 0.27 -2.92  -0.08
C 0.43 1.41 -2.70  -0.10
H -0.10 -0.67 -3.35  0.10
C -0.37 2.42 -2.05  -0.07
C -1.71 1.92 -1.95  -0.12
H -2.53 2.42 -1.45  0.07
H -2.56 -0.08 -2.46  0.11
H 1.49 1.50 -2.91  0.09
H -0.02 3.37 -1.66  0.10
C -1.08 -3.28 1.90  -0.03
C -1.38 -2.97 0.46  -0.48
O -0.96 -1.71 0.14  -0.24
C -0.78 -4.17 -0.48  -0.47
F -1.09 -5.39 0.07  0.10
F -1.22 -4.15 -1.76  0.13
F 0.58 -4.07 -0.53  0.11
C -2.97 -3.16 0.20  -0.49
F -3.38 -4.43 0.64  0.09
F -3.67 -2.25 0.89  0.14
F -3.33 -3.05 -1.10  0.13
H -0.02 -3.24 2.04  0.06
H -1.51 -4.22 2.21  0.09
H -1.50 -2.44 2.46  0.08